(1)
The following is a DFT calculation (wB97M-V/def2-TZVPD) of C46H41N5O3PS3Y as an isolated structure.

Computed properties:
energy: -104802.6581 eV
gap between HOMO and LUMO: 0.2774 Eh
LUMO level: -0.0060 Eh
HOMO level: -7.71 eV

The geometry in XYZ format:
```
100
C46H41N5O3PS3Y, DFT wB97M-V/def2-TZVPD
Y -0.6698 0.0142 0.2810
C 2.1608 -5.2833 -3.0578
C 2.5013 -3.9410 -2.9483
C 1.5608 -3.0167 -2.5269
C 0.2655 -3.4266 -2.2113
C -0.0754 -4.7710 -2.3335
C 0.8725 -5.6951 -2.7532
P -0.9069 -2.1541 -1.6335
C -2.3958 -3.1415 -1.2867
C -2.4496 -3.6916 -0.0034
C -3.4941 -4.5234 0.3618
C -4.5046 -4.8043 -0.5485
C -4.4726 -4.2373 -1.8114
C -3.4260 -3.4037 -2.1810
C -1.1868 -1.1877 -3.1532
C -1.4954 -1.8380 -4.3250
C -1.6954 -1.1261 -5.5188
C -1.5511 0.2318 -5.5209
C -1.1747 0.9291 -4.3505
C -0.9708 2.3286 -4.3995
C -0.5438 2.9888 -3.2894
C -0.3152 2.2747 -2.0928
C -0.5389 0.9214 -1.9381
C -0.9886 0.2293 -3.1223
H 2.9006 -6.0055 -3.3805
H 3.5074 -3.6152 -3.1815
H 1.8346 -1.9749 -2.4167
H -1.0776 -5.1028 -2.0899
H 0.5987 -6.7395 -2.8434
H -1.6771 -3.4527 0.7198
H -3.5257 -4.9403 1.3613
H -5.3291 -5.4457 -0.2630
H -5.2775 -4.4254 -2.5111
H -3.4307 -2.9446 -3.1606
H -1.5665 -2.9198 -4.3384
H -1.9529 -1.6575 -6.4266
H -1.7023 0.8004 -6.4325
H -1.1456 2.8514 -5.3332
H -0.3599 4.0579 -3.3275
H 0.0505 2.8618 -1.2564
C 2.2439 -7.6911 2.5506
C 2.1626 -6.2116 2.2990
C 1.4006 -5.7185 1.2381
C 1.3244 -4.3606 0.9928
C 2.0111 -3.4763 1.8112
C 2.7867 -3.9427 2.8572
C 2.8539 -5.3076 3.0987
S 1.8918 -1.7303 1.5130
O 1.8903 -1.5320 0.0706
O 2.9050 -1.0858 2.3040
N 0.4207 -1.2539 1.9163
C 0.1544 -0.6523 3.1227
C 0.5168 -1.1257 4.3868
C 0.1029 -0.4075 5.4885
C -0.6696 0.7391 5.3202
C -0.9825 1.1360 4.0369
N -0.5617 0.4719 2.9569
H 1.2480 -8.1245 2.6538
H 2.8074 -7.9056 3.4577
H 2.7354 -8.1971 1.7172
H 0.8686 -6.4069 0.5913
H 0.7551 -3.9851 0.1530
H 3.3374 -3.2368 3.4680
H 3.4602 -5.6748 3.9185
H 1.0996 -2.0308 4.4786
H 0.3696 -0.7431 6.4831
H -1.0175 1.3104 6.1695
H -1.5841 2.0160 3.8376
S -5.3391 -0.7285 -0.7619
C -3.9055 -0.5050 -0.1118
N -2.8441 -0.3509 0.3931
C 0.2879 6.9688 -1.6273
C -1.0379 6.8530 -0.8779
C -1.3842 5.4240 -0.4801
N -0.3792 4.9088 0.4420
C -0.5148 3.7895 1.1409
S -1.8778 2.8228 1.0042
N 0.4978 3.3884 1.9977
C 1.7372 3.9366 2.3532
O 2.5646 3.2249 2.8642
C 1.9802 5.3960 2.1375
C 3.1643 5.7947 1.5239
C 3.4242 7.1442 1.3406
C 2.5183 8.0931 1.7925
C 1.3497 7.6965 2.4289
C 1.0740 6.3493 2.5960
H 0.4606 7.9957 -1.9504
H 0.2914 6.3302 -2.5132
H 1.1434 6.6846 -1.0080
H -1.8469 7.2254 -1.5081
H -1.0216 7.4830 0.0162
H -1.4340 4.7754 -1.3589
H -2.3550 5.3731 0.0096
H 0.4729 5.4393 0.5253
H 0.3451 2.4744 2.4022
H 3.8709 5.0415 1.1977
H 4.3382 7.4557 0.8516
H 2.7264 9.1468 1.6551
H 0.6521 8.4387 2.7957
H 0.1574 6.0333 3.0809
```

***

(2)
The following is a DFT calculation (wB97M-V/def2-TZVPD) of one molecule with the formula C8H8O3 at a distorted geometry.

Computed properties:
energy: -14563.5070 eV
gap between HOMO and LUMO: 0.3027 Eh
SMILES: Cc1cc(O)c(C=O)cc1O
LUMO level: -0.0040 Eh
HOMO level: -8.34 eV
energy relative to the best compared isomer or geometry (same formula, charge and spin): 505.74 kJ/mol

The geometry in XYZ format:
```
19
C8H8O3, DFT wB97M-V/def2-TZVPD
C -0.0032 -2.2241 -1.6460
C -0.0074 -0.9710 -0.7699
C 0.8656 0.0231 -0.9791
C 0.8613 1.1512 -0.2349
O 1.7450 2.1446 -0.4687
C 0.0645 1.3022 0.9299
C 0.0766 2.4300 1.7831
O 0.6134 3.4473 1.4745
C -0.8589 0.1754 1.1957
C -0.8209 -1.0058 0.3861
O -1.6575 -1.9749 0.5342
H -1.0154 -2.4189 -2.1647
H 0.8770 -2.0926 -2.4989
H 0.5992 -3.2329 -1.1670
H 1.5431 0.1649 -2.0142
H 1.5938 2.7576 0.0575
H -0.4745 2.0124 2.5218
H -1.6735 0.2083 2.0905
H -2.3284 -1.8967 0.9702
```

***

(3)
The following is a DFT calculation (wB97M-V/def2-TZVPD) of C5H8O3 as an isolated structure at a distorted geometry.

Computed properties:
energy: -11450.9537 eV
gap between HOMO and LUMO: 0.3754 Eh
LUMO level: 0.0287 Eh
HOMO level: -9.43 eV
energy relative to the best compared isomer or geometry (same formula, charge and spin): 633.47 kJ/mol

The geometry in XYZ format:
```
16
C5H8O3, DFT wB97M-V/def2-TZVPD
C -0.8114 -0.8278 -1.2045
C 0.3757 -0.3122 -0.2274
C 1.0636 -0.9045 0.8181
C -0.2489 -0.2333 1.1324
C 0.2480 1.8065 0.5582
H -0.2860 -0.9614 -3.0859
H -1.4332 0.1646 -1.3195
H -1.6571 -1.5639 -0.6364
H 1.2735 -2.0157 0.7918
H 1.7807 -0.1073 1.6577
H -1.1491 -0.6107 1.5037
H -0.5322 2.5547 0.2876
H 1.0648 2.6117 1.0498
O -0.6402 -1.5359 -2.4419
O 0.1266 1.0229 1.5782
O 0.8250 0.9124 -0.4617
```

***

(4)
The following is a DFT calculation (wB97M-V/def2-TZVPD) of a 2-piece molecular cluster, C5H12O3 overall at a distorted geometry.

Computed properties:
expectation value of S²: 0.7535
net charge: -1
energy: -11518.7555 eV
gap between HOMO and LUMO (spin up / spin down): 0.0875 / 0.2378 Eh
LUMO level (spin up / spin down): 0.1101 / 0.1071 Eh
HOMO level (spin up / spin down): 0.61 / -3.56 eV
2S+1: 2
energy relative to the best compared isomer or geometry (same formula, charge and spin): 260.79 kJ/mol

The geometry in XYZ format:
```
20
C5H12O3, DFT wB97M-V/def2-TZVPD
C -0.3300 1.1905 0.3250
O 0.2795 2.1282 -0.4751
C -0.4915 -0.1752 -0.4970
C 0.1946 -1.2930 0.1663
C -0.7125 -1.9567 1.2359
C 0.2519 -2.4365 2.1912
O 0.4801 -3.6031 2.6201
H -1.2899 1.6500 0.6771
H 0.3467 1.0774 1.1909
H 1.2075 2.0345 -0.3043
H 0.2591 0.0041 -1.3082
H -1.4875 -0.5158 -0.6889
H 1.0801 -0.9473 0.6833
H 0.4868 -1.9850 -0.7566
H -1.2319 -2.7694 0.6342
H -1.5741 -1.3277 1.6281
H 1.0925 -1.7478 2.3411
H 0.6774 3.7027 -4.0533
H 0.3136 3.0657 -2.4855
O 0.4477 3.9045 -3.1243
```

***

(5)
The following is a DFT calculation (wB97M-V/def2-TZVPD) of one molecule with the formula C4H10N2O2 at a distorted geometry.

Computed properties:
energy: -11385.1355 eV
gap between HOMO and LUMO: 0.3707 Eh
SMILES: NCCNCC(=O)O
LUMO level: 0.0238 Eh
HOMO level: -9.44 eV
energy relative to the best compared isomer or geometry (same formula, charge and spin): 170.52 kJ/mol

The geometry in XYZ format:
```
18
C4H10N2O2, DFT wB97M-V/def2-TZVPD
N -0.5151 -2.0004 2.1251
C 0.5024 -0.9417 2.1690
C -0.0213 0.4411 1.8222
N 0.3370 0.8174 0.4497
C -0.6594 0.3758 -0.5305
C -0.1107 0.4621 -1.9549
O -0.7253 0.1252 -2.9260
O 1.1719 0.8456 -2.0482
H -0.5076 -2.6100 2.9349
H -1.4618 -1.6491 2.1040
H 1.2925 -1.2388 1.4755
H 1.0424 -1.0144 3.1013
H -1.0903 0.4885 2.0580
H 0.4567 1.1695 2.4815
H 0.2744 1.8293 0.4267
H -0.9271 -0.6795 -0.4555
H -1.6163 0.9064 -0.4739
H 1.5601 0.8880 -1.1559
```

***

(6)
The following is a DFT calculation (wB97M-V/def2-TZVPD) of one molecule with the formula C5H12O2 at a distorted geometry.

Computed properties:
energy: -9472.2550 eV
gap between HOMO and LUMO: 0.3718 Eh
SMILES: CCOCCOC
LUMO level: 0.0390 Eh
HOMO level: -9.06 eV
energy relative to the best compared isomer or geometry (same formula, charge and spin): 277.94 kJ/mol

The geometry in XYZ format:
```
19
C5H12O2, DFT wB97M-V/def2-TZVPD
C -2.0460 -2.0258 0.3758
C -1.5161 -0.5947 0.6254
O -0.0771 -0.4518 0.7357
C 0.4537 0.9826 0.6695
C 1.7949 1.3641 -0.0713
O 1.5692 1.3144 -1.4489
C 1.0723 -0.0006 -1.6855
H -1.7417 -2.7361 1.1507
H -1.7592 -2.4360 -0.5992
H -3.1508 -1.9969 0.3862
H -1.9589 -0.2363 1.5614
H -1.8910 0.0302 -0.1986
H -0.2801 1.6122 0.1441
H 0.5519 1.2586 1.7116
H 2.0888 2.4074 0.1774
H 2.6638 0.7431 0.2104
H 0.4147 -0.3802 -0.8550
H 1.9121 -0.7047 -1.6866
H 0.5455 0.0133 -2.6362
```